Record 1
A structure of composition C21H38ClFN4O7Sn at a distorted geometry. Source: the Open Molecules 2025 dataset; level of theory: ωB97M-V/def2-TZVPD.

Calculated values
net charge: +2
lowest unoccupied orbital energy: -10.924 eV
E_HOMO: -0.4731 hartree

Geometry as XYZ:
```
73
C21H38ClFN4O7Sn ωB97M-V/def2-TZVPD
C -1.378 -3.346 2.357
C -0.647 -4.458 1.421
O -0.029 -5.385 2.032
O -0.749 -4.314 0.007
C -0.058 -5.387 -0.702
C 1.563 -5.161 -0.741
C 1.983 -3.684 -1.228
C 2.621 -2.751 -0.066
C 2.321 -1.179 -0.434
C 0.881 -0.805 0.187
C 0.796 0.731 0.762
O 1.634 1.620 -0.014
C 0.942 2.241 -1.128
C 2.085 3.201 -1.819
C -0.216 3.316 -0.666
C 0.492 4.448 0.268
N 0.563 5.734 -0.105
O 0.536 1.355 -2.181
C -0.853 0.944 -2.138
C -1.828 1.786 -3.157
N -3.158 1.089 -3.340
C -3.890 0.948 -2.038
C -3.787 -0.553 -1.402
C -4.638 -0.724 -0.034
O -4.291 -1.567 -2.351
C 1.489 0.630 2.255
N 0.563 0.117 3.301
Cl -0.793 1.144 3.575
C 2.302 1.957 2.673
O 3.514 2.081 2.259
N 1.808 3.051 3.547
C 2.976 3.934 3.822
O 3.793 3.700 4.738
F 3.113 5.170 2.982
H -2.375 -3.758 2.767
H -0.693 -2.977 3.214
H -1.599 -2.445 1.664
H -0.335 -6.440 -0.293
H -0.446 -5.348 -1.799
H 2.063 -5.498 0.234
H 1.935 -5.903 -1.561
H 2.758 -3.744 -2.080
H 1.041 -3.129 -1.627
H 2.151 -3.075 0.930
H 3.764 -2.940 0.042
H 3.199 -0.555 -0.040
H 2.249 -1.164 -1.595
H 0.743 -1.473 1.133
H 0.013 -1.070 -0.512
H -0.313 1.013 0.822
H 2.832 3.604 -1.042
H 2.663 2.641 -2.643
H 1.597 4.139 -2.307
H -0.524 3.879 -1.630
H -1.098 2.824 -0.124
H 0.965 4.129 1.263
H 1.059 6.285 0.646
H -1.308 0.836 -1.084
H -0.876 -0.138 -2.577
H -1.328 1.933 -4.193
H -2.081 2.827 -2.728
H -2.953 0.152 -3.736
H -3.394 1.637 -1.237
H -4.993 1.311 -2.093
H -2.700 -0.862 -1.164
H -5.066 0.252 0.389
H -5.433 -1.535 -0.224
H -3.944 -1.154 0.799
H -3.993 -2.436 -1.973
H 2.304 -0.195 2.126
H 0.257 -0.853 3.127
H 1.566 2.662 4.492
Sn 2.633 6.686 1.970
```

Results of the Löwdin charge analysis, in e, for atoms 1 through 6: -0.005 -0.389 0.037 -0.087 -0.168 -0.158



Record 2
A structure of composition C13H28EuN2O2P2 at a distorted geometry. Source: the Open Molecules 2025 dataset; level of theory: ωB97M-V/def2-TZVPD.

Calculated values
net charge: +1
lowest unoccupied orbital energy (spin up / spin down): -2.636 / -5.912 eV
2S+1: 9
E_HOMO (spin up / spin down): -0.3456 / -0.3772 hartree

Geometry as XYZ:
```
48
C13H28EuN2O2P2 ωB97M-V/def2-TZVPD
Eu -0.248 0.294 0.271
P -2.486 -1.212 1.016
P -0.474 3.041 0.370
N 0.320 -1.789 -0.762
N 1.637 0.749 -0.938
H 2.254 -2.599 -1.457
H 3.392 -0.440 -1.487
H 2.262 -1.813 0.135
C 1.791 -1.774 -0.874
H 2.065 -0.521 -2.650
C 2.286 -0.441 -1.562
H -0.054 -3.803 -0.202
H 2.752 2.465 -1.469
C -0.405 -2.763 -0.175
C 1.852 2.055 -0.985
C -1.690 -2.650 0.439
C 1.053 3.130 -0.445
H -2.098 -3.632 0.695
H 1.543 4.098 -0.589
H -1.714 3.499 -0.192
H -0.510 3.334 1.768
H -3.610 -0.820 0.219
H -2.840 -1.052 2.412
H 0.184 1.140 -2.947
C -0.851 0.796 -3.113
C -1.792 1.978 -3.125
C -0.921 -0.123 -4.314
O -1.248 0.010 -1.927
H -1.621 2.578 -4.017
H -2.840 1.637 -3.135
H -1.639 2.622 -2.246
H -0.202 -0.948 -4.216
H -1.940 -0.522 -4.435
H -0.662 0.434 -5.221
H -0.773 -0.875 -1.899
C 0.392 0.023 4.556
C 0.311 -1.428 4.009
C 1.209 -1.353 2.800
O 0.996 0.028 2.289
C 0.272 0.849 3.294
H -0.361 0.253 5.320
H 1.384 0.168 5.008
H -0.719 -1.657 3.697
H 0.616 -2.203 4.718
H 2.268 -1.503 3.055
H 0.919 -2.034 1.989
H -0.783 0.923 2.980
H 0.722 1.852 3.339
```

Results of the Löwdin charge analysis, in e, for atoms 1 through 6: 1.281 0.674 0.755 -0.239 -0.106 0.122



Record 3
A structure of composition C23H25N3OPtS2 at a distorted geometry. Source: the Open Molecules 2025 dataset; level of theory: ωB97M-V/def2-TZVPD.

Calculated values
lowest unoccupied orbital energy (spin up / spin down): -0.239 / -0.236 eV
E_HOMO (spin up / spin down): -0.2449 / -0.2449 hartree

Geometry as XYZ:
```
55
C23H25N3OPtS2 ωB97M-V/def2-TZVPD
Pt -0.029 -0.329 0.216
C 3.276 -1.891 0.993
C 3.339 -0.487 0.544
N 2.319 0.278 0.390
C 2.645 1.555 0.045
C 3.986 1.767 -0.102
S 4.863 0.326 0.220
C 1.583 2.538 -0.028
C 1.725 3.892 0.078
S 0.192 4.662 0.118
C -0.559 3.082 -0.006
N 0.286 2.117 -0.087
C -2.031 2.939 0.022
H 2.225 -2.143 1.146
H 3.809 -2.009 1.934
H 3.720 -2.568 0.265
H 4.499 2.664 -0.379
H 2.625 4.467 0.143
H -2.474 3.714 0.642
H -2.277 1.961 0.425
H -2.446 3.034 -0.982
N -2.171 -0.200 -1.267
C -2.947 -1.149 -0.575
C -4.182 -0.783 -0.058
C -4.953 -1.694 0.642
C -4.490 -2.985 0.833
C -3.263 -3.360 0.312
C -2.475 -2.460 -0.396
C -1.186 -2.876 -0.989
C -1.142 -4.072 -1.707
C -0.007 -4.436 -2.406
C 1.108 -3.616 -2.378
C 1.097 -2.472 -1.597
C -0.035 -2.070 -0.883
H -2.680 0.642 -1.504
H -1.686 -0.593 -2.067
H -4.534 0.230 -0.208
H -5.919 -1.395 1.021
H -5.081 -3.700 1.386
H -2.895 -4.365 0.468
H -2.017 -4.706 -1.749
H 0.007 -5.345 -2.990
H 1.976 -3.866 -2.971
H 1.990 -1.858 -1.565
C -1.893 1.146 3.801
C -1.588 0.016 2.798
C -1.577 -1.343 3.519
O -0.390 0.276 2.195
H -2.859 0.987 4.272
H -1.896 2.102 3.284
H -1.112 1.174 4.557
H -2.416 -0.005 2.053
H -0.812 -1.333 4.294
H -1.342 -2.130 2.803
H -2.546 -1.552 3.967
```

Results of the Löwdin charge analysis, in e, for atoms 1 through 6: 1.056 -0.072 -0.614 0.020 -0.321 -0.336



Record 4
A cluster of 2 separate species, CH4N2S in total at a distorted geometry. Source: the Open Molecules 2025 dataset; level of theory: ωB97M-V/def2-TZVPD.

Calculated values
lowest unoccupied orbital energy: -0.399 eV
E_HOMO: -0.3203 hartree
energy relative to the best compared isomer or geometry (same formula, charge and spin): 451.4 kJ/mol

Geometry as XYZ:
```
8
CH4N2S ωB97M-V/def2-TZVPD
C 1.448 0.369 -0.300
N 0.629 -0.013 0.587
N -2.208 -0.698 1.128
S -2.183 0.445 0.239
H 1.236 1.335 -0.878
H 2.208 -0.380 -0.614
H 0.836 -0.877 1.094
H -1.966 -0.180 -1.255
```

Results of the Löwdin charge analysis, in e, for atoms 1 through 6: -0.139 -0.052 -0.561 0.625 0.085 0.069



Record 5
A cluster of 2 separate species, C3H12N2O2 in total at a distorted geometry. Source: the Open Molecules 2025 dataset; level of theory: ωB97M-V/def2-TZVPD.

Calculated values
SMILES string: NCNCCO.O
lowest unoccupied orbital energy: 0.572 eV
E_HOMO: -0.3141 hartree
energy relative to the best compared isomer or geometry (same formula, charge and spin): 204.2 kJ/mol

Geometry as XYZ:
```
19
C3H12N2O2 ωB97M-V/def2-TZVPD
C 1.173 0.211 -0.490
C 0.634 1.614 -0.306
O -0.343 1.565 0.818
N 0.514 -0.624 -1.566
C -0.501 -1.609 -1.163
N -1.600 -1.072 -0.439
H 1.110 -0.305 0.466
H 2.231 0.098 -0.750
H 1.353 2.269 0.198
H 0.104 2.036 -1.157
H -0.459 2.341 1.355
H 0.121 0.066 -2.194
H 0.142 -2.400 -0.744
H -0.828 -2.154 -2.069
H -2.302 -1.643 -0.035
H -1.532 -0.161 -0.036
H 0.721 -0.333 3.069
H -0.314 0.316 2.118
O -0.223 -0.213 2.925
```

Results of the Löwdin charge analysis, in e, for atoms 1 through 6: -0.188 -0.155 -0.143 -0.068 -0.342 0.038



Record 6
A cluster of 2 separate species, C4H15N2O2 in total at a distorted geometry. Source: the Open Molecules 2025 dataset; level of theory: ωB97M-V/def2-TZVPD.

Calculated values
net charge: +1
lowest unoccupied orbital energy: -3.067 eV
E_HOMO: -0.4677 hartree
energy relative to the best compared isomer or geometry (same formula, charge and spin): 254.4 kJ/mol

Geometry as XYZ:
```
23
C4H15N2O2 ωB97M-V/def2-TZVPD
N -1.981 -0.268 -0.325
C -0.477 -0.192 0.177
C -0.521 -1.068 1.423
O -1.704 -0.825 2.142
C 0.531 -0.763 -0.934
N 1.600 0.280 -0.894
C 2.253 0.417 -2.224
H -1.977 0.248 -1.229
H -2.607 0.130 0.323
H -2.319 -1.226 -0.561
H -0.350 0.937 0.467
H 0.480 -1.043 2.061
H -0.587 -2.170 1.123
H -1.660 -0.648 3.064
H 0.895 -1.794 -0.548
H 0.090 -0.820 -1.914
H 2.334 -0.003 -0.321
H 1.490 0.659 -2.988
H 2.822 -0.428 -2.469
H 2.877 1.372 -2.142
H 0.340 2.302 2.150
H -1.021 2.857 1.784
O -0.507 2.046 1.836
```

Results of the Löwdin charge analysis, in e, for atoms 1 through 6: 0.210 -0.229 -0.252 -0.054 -0.140 -0.124



How do the records compare in total energy? In the order shown, they have -63728.04287, -58905.68958, -55689.78906, -14912.92607, -10379.43284, -11458.62080 eV.